Entry from the Open Molecules 2025 dataset: a structure of composition C4H11O2P at a distorted geometry (the ωB97M-V functional and the def2-TZVPD basis).

Values from the calculation:
Electronic energy = -650.76711 Ha
Maximum force = 6.91 eV/Å
Kohn-Sham gap = 0.353 Eh
LUMO energy = 0.02507 hartree
HOMO level = -8.9 eV
Net charge = 0

Element x y z (Å)
C  -0.56541  1.01137  1.81388
C  -0.30925  -1.50812  -2.05098
C  1.15492  1.35475  -0.77490
C  -0.82374  -0.10756  0.73189
O  1.81074  -1.04985  0.51875
O  -1.17252  -1.43703  1.27159
P  0.77035  -0.32915  -0.18078
H  -1.17200  0.96669  2.66842
H  0.50827  0.77408  2.20701
H  -0.63661  1.87152  1.29427
H  -0.78659  -0.71213  -2.57475
H  0.42585  -1.99171  -2.51829
H  -0.96603  -2.13267  -1.54104
H  0.34817  1.90443  -1.24056
H  1.32185  1.78598  0.15362
H  2.09610  1.39059  -1.41502
H  -1.71059  0.15774  0.21908
H  -0.29352  -1.94894  1.41779

Force components x, y, z for each atom (eV/Å):
C 3.0968 -4.8350 0.5317
C 0.1742 3.8198 3.9441
C 1.2439 -1.3294 -1.6896
C 0.6738 -1.0772 2.6685
O 1.3969 -0.8409 1.3266
O 2.6096 0.0045 0.0764
P -4.4829 -0.2076 -5.2510
H -1.2485 -0.1030 0.8712
H -1.6460 0.9815 -0.5434
H -0.0061 3.2617 -1.2299
H -0.2106 0.4547 -0.4442
H 2.8559 -1.7458 -2.0055
H -1.1322 -0.9813 0.9064
H -0.3280 -0.3086 -0.2644
H 0.8224 1.4170 1.6922
H -1.2656 -0.1149 0.9137
H -0.4755 0.3380 -1.2956
H -2.0779 1.2667 -0.2069